(1)
Molecular formula: C34H44FN9O4PS
Method: DFT, ωB97M-V/def2-TZVPD

E_HOMO ... -10.89 eV
Total charge ... +1
Orbital gap ... 7.11 eV
Spin multiplicity ... 1
E ... -2954.929779 Eh

Geometry as XYZ:
```
94
Properties=species:S:1:pos:R:3:lowdin_charge:R:1
N 1.877 -3.626 1.894 0.17
C 0.702 -3.052 2.312 -0.53
O 0.647 -2.016 2.947 0.07
C -0.561 -3.749 1.870 -0.08
C -1.227 -3.080 0.643 -0.09
C -0.935 -1.604 0.499 -0.10
C -0.052 -1.152 -0.467 -0.07
C 0.644 -2.112 -1.399 -0.56
O 1.581 -2.753 -1.023 0.19
O 0.235 -2.112 -2.688 -0.42
S -1.398 -2.378 -2.974 0.92
C 0.251 0.215 -0.558 -0.20
P 1.420 0.920 -1.765 0.75
O 0.993 0.733 -3.165 -0.39
C -0.374 1.070 0.303 -0.01
N -1.265 0.643 1.211 0.06
C -1.938 1.625 2.097 -0.09
C -1.870 3.089 1.660 -0.14
C -3.158 3.797 2.037 -0.19
F -4.181 3.308 1.234 -0.05
C -1.547 -0.671 1.340 -0.11
C -2.501 -1.119 2.404 -0.03
C -4.000 -0.944 2.026 -0.63
N -4.101 -0.406 0.678 0.10
N -4.716 -0.015 2.908 0.09
N -4.618 -2.279 2.079 0.08
H 2.017 -4.596 2.137 0.11
H 2.680 -3.047 2.097 0.11
H -0.358 -4.792 1.634 0.13
H -1.246 -3.732 2.713 0.11
H -2.303 -3.242 0.717 0.12
H -0.913 -3.580 -0.269 0.10
H -1.842 -1.117 -2.828 -0.10
H 1.499 2.262 -1.363 0.02
H 2.661 0.362 -1.428 0.03
H -0.161 2.124 0.264 0.12
H -2.984 1.346 2.138 0.09
H -1.489 1.520 3.083 0.15
H -1.756 3.208 0.586 0.12
H -1.043 3.600 2.155 0.13
H -3.063 4.861 1.826 0.13
H -3.433 3.641 3.080 0.13
H -2.307 -2.154 2.636 0.09
H -2.291 -0.576 3.323 0.13
H -3.716 -1.079 0.020 0.08
H -5.082 -0.310 0.440 0.09
H -5.384 -0.501 3.493 0.07
H -4.104 0.471 3.549 0.07
H -5.616 -2.168 1.913 0.09
H -4.558 -2.640 3.029 0.09
N -7.429 1.010 4.416 0.04
C -7.508 1.586 3.217 -0.17
C -8.696 2.013 2.644 -0.07
C -9.871 1.835 3.358 -0.07
C -9.806 1.238 4.608 -0.07
C -8.567 0.845 5.090 -0.15
H -6.565 1.705 2.697 0.07
H -8.698 2.473 1.666 0.10
H -10.820 2.154 2.949 0.11
H -10.696 1.079 5.199 0.10
H -8.478 0.377 6.064 0.10
N -0.102 -3.221 -6.491 0.05
C 0.505 -2.076 -6.184 -0.16
C 0.798 -1.086 -7.109 -0.07
C 0.444 -1.297 -8.431 -0.08
C -0.186 -2.484 -8.770 -0.07
C -0.437 -3.408 -7.766 -0.16
H 0.773 -1.948 -5.140 0.08
H 1.290 -0.176 -6.795 0.10
H 0.656 -0.551 -9.186 0.11
H -0.479 -2.693 -9.789 0.10
H -0.930 -4.347 -7.993 0.10
N 4.042 2.801 -0.334 0.03
C 4.459 1.980 0.631 -0.18
C 5.756 1.959 1.118 -0.07
C 6.677 2.838 0.569 -0.07
C 6.263 3.695 -0.436 -0.06
C 4.941 3.639 -0.850 -0.15
H 3.712 1.303 1.037 0.09
H 6.036 1.271 1.904 0.10
H 7.701 2.852 0.917 0.11
H 6.949 4.395 -0.893 0.11
H 4.580 4.297 -1.632 0.11
N 9.956 1.501 -2.125 0.06
C 11.049 1.024 -1.534 -0.15
C 11.028 0.018 -0.580 -0.07
C 9.805 -0.521 -0.216 -0.08
C 8.658 -0.033 -0.821 -0.09
C 8.789 0.973 -1.768 -0.17
H 11.987 1.472 -1.844 0.10
H 11.950 -0.333 -0.136 0.10
H 9.747 -1.308 0.525 0.10
H 7.680 -0.422 -0.569 0.10
H 7.916 1.380 -2.267 0.10
```


(2)
Molecular formula: C34H44FN9O6STi
Method: DFT, ωB97M-V/def2-TZVPD

E_HOMO ... -11.15 eV
Total charge ... +2
Orbital gap ... 6.49 eV
Spin multiplicity ... 1
Energy above the lowest of the compared OMol25 structures with the same formula, charge and spin ... 0.0 kcal per mole
E ... -3613.530759 Eh

Geometry as XYZ:
```
96
Properties=species:S:1:pos:R:3:lowdin_charge:R:1
Ti -0.592 -0.764 0.827 1.15
S 1.002 -3.052 4.521 1.05
C -0.623 -3.534 4.312 -0.41
C -1.211 -2.911 3.253 -0.19
C -0.345 -2.011 2.558 -0.21
C 0.888 -2.005 3.153 -0.51
C 2.002 -1.244 2.620 -0.27
C 3.286 -1.251 3.164 -0.02
C 4.283 -0.526 2.545 -0.05
C 3.980 0.184 1.392 -0.05
C 2.684 0.138 0.916 -0.11
N 1.703 -0.540 1.513 0.08
H -1.061 -4.255 4.985 0.07
H -2.239 -3.103 2.982 0.09
H 3.490 -1.834 4.051 0.10
H 5.288 -0.525 2.948 0.11
H 4.733 0.746 0.858 0.11
H 2.420 0.647 0.001 0.11
C 1.916 6.644 1.492 -0.05
C 0.495 6.311 1.069 -0.17
N 0.149 4.903 1.329 -0.02
C 0.260 4.015 0.332 0.06
C 0.024 2.672 0.447 0.00
C 0.275 1.805 -0.756 -0.57
O 0.544 2.355 -1.832 0.02
O 0.251 0.552 -0.566 -0.13
C -0.400 2.154 1.695 -0.24
O -0.717 0.962 1.919 -0.05
C -0.486 3.109 2.797 -0.03
C -0.849 2.639 4.067 0.11
C -0.920 3.522 5.100 -0.19
F -1.270 3.098 6.329 0.09
C -0.642 4.889 4.934 -0.16
C -0.290 5.351 3.688 0.08
C -0.205 4.466 2.598 -0.10
N -0.723 5.805 6.038 -0.11
C -2.095 6.025 6.513 -0.12
C -2.047 6.972 7.723 -0.07
N -0.746 7.719 7.677 0.05
C 0.419 6.797 7.927 -0.07
C 0.170 5.493 7.158 -0.13
H 2.128 7.692 1.282 0.09
H 2.632 6.037 0.937 0.09
H 2.076 6.468 2.555 0.07
H 0.369 6.467 0.000 0.13
H -0.241 6.942 1.564 0.12
H 0.564 4.401 -0.634 0.15
H -1.066 1.588 4.203 0.15
H -0.075 6.404 3.583 0.12
H -2.591 5.099 6.818 0.13
H -2.670 6.470 5.701 0.14
H -2.064 6.439 8.671 0.14
H -2.860 7.693 7.713 0.14
H -0.741 8.489 8.346 0.19
H -0.640 8.110 6.739 0.18
H 0.482 6.637 9.001 0.14
H 1.312 7.318 7.590 0.14
H -0.244 4.727 7.819 0.13
H 1.116 5.120 6.773 0.14
N -1.185 -3.533 -2.184 0.06
C 0.114 -2.942 -2.489 -0.30
C 1.007 -3.896 -3.308 -0.14
C 2.491 -3.622 -3.572 -0.16
C 2.933 -2.256 -4.119 -0.14
N 1.927 -1.498 -4.870 0.10
C 1.414 -0.328 -4.475 -0.44
N 0.705 0.399 -5.360 0.20
N 1.559 0.108 -3.243 0.24
C 0.773 -2.357 -1.241 -0.52
O 1.913 -1.913 -1.323 0.04
O 0.052 -2.304 -0.168 -0.11
H -1.075 -4.271 -1.497 0.09
H -1.571 -3.960 -3.019 0.09
H -0.083 -2.047 -3.092 0.13
H 0.493 -4.031 -4.265 0.11
H 0.962 -4.872 -2.816 0.12
H 2.814 -4.398 -4.269 0.11
H 3.060 -3.778 -2.656 0.11
H 3.792 -2.392 -4.777 0.13
H 3.264 -1.627 -3.300 0.11
H 1.705 -1.798 -5.805 0.16
H 0.823 0.261 -6.348 0.12
H 0.288 1.262 -5.057 0.12
H 1.835 -0.547 -2.508 0.07
H 1.152 0.994 -2.926 0.08
N -4.659 -1.658 1.581 0.22
C -3.487 -1.350 1.030 -0.48
O -2.548 -0.928 1.735 -0.07
C -3.243 -1.494 -0.432 -0.16
C -2.073 -0.574 -0.718 -0.19
H -4.776 -1.586 2.579 0.13
H -5.418 -2.002 1.021 0.12
H -4.155 -1.303 -1.007 0.12
H -2.943 -2.528 -0.634 0.11
H -2.387 0.477 -0.676 0.08
H -1.632 -0.764 -1.695 0.06
```


(3)
Molecular formula: C34H44N5RuS2
Method: DFT, ωB97M-V/def2-TZVPD

E_HOMO (alpha / beta) ... -5.97 / -8.04 eV
Orbital gap (alpha / beta) ... 6.52 / 6.60 eV
Spin multiplicity ... 6
E ... -2486.971438 Eh
<S²> ... 8.7954

Geometry as XYZ:
```
86
Properties=species:S:1:pos:R:3:lowdin_charge:R:1
Ru 0.982 -0.163 0.025 1.22
C 3.630 -1.694 4.371 -0.45
S 4.587 -0.854 3.095 0.84
C 3.409 -0.629 1.807 -1.05
S 1.677 -0.877 2.105 0.62
N 3.905 -0.251 0.684 -0.07
N 2.954 -0.015 -0.264 -0.25
C 3.328 0.348 -1.495 -0.09
C 2.313 0.582 -2.436 -0.28
C 2.549 0.900 -3.796 -0.03
C 1.493 1.046 -4.647 -0.07
C 0.174 0.883 -4.169 -0.07
C -0.006 0.600 -2.840 -0.14
N 1.013 0.467 -1.980 -0.06
H 4.303 -1.785 5.221 0.03
H 3.317 -2.684 4.049 0.03
H 2.767 -1.107 4.670 0.01
H 4.380 0.452 -1.728 0.13
H 3.567 1.007 -4.139 0.11
H 1.667 1.279 -5.689 0.11
H -0.680 0.992 -4.819 0.10
H -0.990 0.471 -2.410 0.10
C -1.593 -2.095 3.040 -0.07
C -2.345 -3.149 2.229 -0.37
C -3.839 -2.829 2.126 -0.07
C -1.690 -3.611 0.922 -0.13
C -1.891 -4.960 0.632 -0.05
C -1.210 -5.612 -0.375 -0.07
C -0.235 -4.920 -1.075 -0.04
C -0.007 -3.575 -0.845 -0.14
C 1.162 -2.916 -1.545 -0.40
C 2.480 -3.396 -0.934 -0.05
C 1.159 -3.070 -3.063 -0.05
C -0.815 -2.883 0.089 -0.16
N -0.744 -1.473 0.135 -0.07
C -1.876 -0.784 0.272 -0.17
C -1.866 0.603 0.395 -0.17
N -0.726 1.291 0.336 -0.04
C -0.780 2.704 0.336 -0.15
C 0.100 3.413 1.175 -0.14
C -0.023 4.790 1.282 -0.04
C -0.984 5.487 0.572 -0.07
C -1.802 4.795 -0.299 -0.05
C -1.705 3.417 -0.460 -0.13
C -2.543 2.803 -1.573 -0.39
C -2.206 3.458 -2.916 -0.07
C -4.042 2.902 -1.296 -0.06
C 1.192 2.727 1.962 -0.41
C 1.121 3.010 3.462 -0.06
C 2.564 3.105 1.399 -0.06
H -1.904 -2.167 4.084 0.08
H -1.794 -1.076 2.712 0.06
H -0.518 -2.257 3.001 0.03
H -2.289 -4.057 2.839 0.13
H -4.024 -1.845 1.698 0.06
H -4.286 -2.831 3.121 0.08
H -4.364 -3.567 1.520 0.08
H -2.578 -5.518 1.257 0.11
H -1.395 -6.658 -0.576 0.10
H 0.367 -5.438 -1.810 0.11
H 1.076 -1.842 -1.349 0.04
H 2.596 -4.470 -1.093 0.08
H 2.509 -3.206 0.139 0.07
H 3.327 -2.886 -1.395 0.08
H 1.410 -4.091 -3.356 0.08
H 1.904 -2.408 -3.507 0.08
H 0.186 -2.824 -3.487 0.09
H -2.822 -1.308 0.281 0.11
H -2.809 1.118 0.553 0.11
H 0.646 5.326 1.943 0.11
H -1.078 6.559 0.680 0.10
H -2.521 5.341 -0.895 0.11
H -2.296 1.747 -1.661 0.08
H -2.519 4.501 -2.938 0.07
H -2.719 2.941 -3.728 0.08
H -1.135 3.428 -3.110 0.08
H -4.359 3.943 -1.229 0.08
H -4.313 2.418 -0.357 0.07
H -4.612 2.432 -2.098 0.08
H 1.056 1.642 1.857 0.03
H 1.386 4.044 3.690 0.07
H 1.822 2.365 3.993 0.08
H 0.121 2.823 3.853 0.09
H 2.734 4.178 1.502 0.08
H 2.642 2.860 0.340 0.07
H 3.359 2.579 1.929 0.08
```


> Look up the spin multiplicity of the third one.

6